i | A 2-piece molecular cluster, C3H12NOS overall. Source: the Open Molecules 2025 dataset; level of theory: wB97M-V/def2-TZVPD.

Each line ends with the Mulliken charge.
Cartesian coordinates (Å):
C (1.1604, -0.1462, 0.3393)  -0.779
C (-0.3214, -0.4428, 0.6134)  -0.102
C (-0.5277, -1.9285, 0.3806)  -0.934
S (-2.2003, -2.4597, 0.8973)  -0.187
N (1.5395, 1.3240, 0.3833)  -0.220
H (1.5062, -0.5637, -0.6075)  0.384
H (1.7335, -0.5907, 1.1432)  0.343
H (-0.5158, -0.2065, 1.6512)  0.382
H (-0.9287, 0.2141, -0.0144)  0.154
H (-0.4734, -2.1868, -0.6690)  0.414
H (0.2014, -2.5275, 0.9170)  0.353
H (-2.6790, -2.7256, -0.3225)  0.150
H (0.7752, 1.9419, 0.0670)  0.286
H (2.3007, 1.5359, -0.2603)  0.350
H (1.8358, 1.6097, 1.3149)  0.395
H (-1.6262, 1.8279, -1.6954)  0.316
H (-0.9692, 2.9754, -2.4317)  0.318
O (-0.8109, 2.3492, -1.7063)  -0.624

As for the HOMO-LUMO gap: 8.7 eV. Its charge is +1.

=====

ii | A 2-piece molecular cluster, C3H12NOS overall. Source: the Open Molecules 2025 dataset; level of theory: wB97M-V/def2-TZVPD.

Each line ends with the Mulliken charge.
Cartesian coordinates (Å):
C (-0.3793, -0.5680, 0.0615)  -0.547
C (0.4250, 0.4535, 0.8593)  -0.642
C (1.7831, -0.1534, 1.2254)  -0.877
S (2.7873, 1.2525, 2.0068)  -0.193
N (-1.7690, -0.0350, -0.2630)  -0.237
H (0.0712, -0.7328, -0.9076)  0.256
H (-0.4263, -1.4741, 0.6491)  0.366
H (-0.1497, 0.7501, 1.7415)  0.383
H (0.5187, 1.3971, 0.3228)  0.458
H (2.4098, -0.5469, 0.4398)  0.415
H (1.6779, -0.8323, 2.0746)  0.400
H (3.1706, 0.5001, 3.0160)  0.157
H (-1.9227, 0.1270, -1.2752)  0.301
H (-2.4278, -0.7188, 0.1147)  0.374
H (-2.1131, 0.8523, 0.1220)  0.406
H (-1.8358, -0.2114, -3.8471)  0.309
H (-0.4682, 0.0726, -3.3128)  0.310
O (-1.3516, -0.1324, -3.0279)  -0.641

As for the HOMO-LUMO gap: 8.8 eV. Its charge is +1.

=====

What is the stability order? It is i, ii, from most stable to least stable.

=====

i | An isolated molecule of C3H2N2O. Source: the Open Molecules 2025 dataset; level of theory: wB97M-V/def2-TZVPD.

Each line ends with the Mulliken charge.
Cartesian coordinates (Å):
N (0.2417, 2.8052, 0.5953)  -0.315
C (0.0781, 1.7110, 0.3468)  0.267
N (-0.1513, 0.2907, 0.3790)  -0.091
C (-0.4843, -0.7435, -0.6670)  -0.406
C (0.5704, -0.8520, 0.4366)  0.504
O (1.2527, -1.4309, 1.2071)  -0.446
H (-0.0718, -0.5043, -1.6370)  0.262
H (-1.4354, -1.2762, -0.6609)  0.224

The structure (SMILES) is N#CN1CC1=O. As for the HOMO-LUMO gap: 11.1 eV.

=====

ii | A 2-piece molecular cluster, C3H2N2O overall. Source: the Open Molecules 2025 dataset; level of theory: wB97M-V/def2-TZVPD.

Each line ends with the Mulliken charge.
Cartesian coordinates (Å):
C (-0.8667, -0.4040, -1.2908)  0.514
C (1.0725, 0.1886, -0.2947)  -0.421
C (-0.2030, 0.2363, 1.9819)  0.171
N (-1.9915, -0.1952, -1.4867)  -0.405
N (0.3087, -0.6899, -0.7484)  -0.399
O (-1.2103, -0.3179, 2.0798)  -0.157
H (1.9724, -0.0580, 0.2419)  0.373
H (0.9178, 1.2402, -0.4830)  0.323

As for the HOMO-LUMO gap: 10.3 eV.

=====

What is the stability order? It is ii, i, from most stable to least stable.

=====

i | An isolated molecule of C3H2N2O. Source: the Open Molecules 2025 dataset; level of theory: wB97M-V/def2-TZVPD.

Each line ends with the Mulliken charge.
Cartesian coordinates (Å):
O (1.0542, -1.5878, 0.1448)  -0.476
C (0.4603, -0.4775, 0.1770)  0.604
N (0.5825, 0.2111, -0.8943)  -0.339
C (-0.5747, 0.9991, -1.0248)  -0.019
C (-1.1370, 0.8119, 0.4877)  -0.079
N (-0.3744, -0.0104, 1.1619)  -0.366
H (-0.7876, 1.6560, -1.8856)  0.354
H (-1.5944, 1.6403, 1.0138)  0.322

The structure (SMILES) is O=C1N=CC=N1. As for the HOMO-LUMO gap: 8.3 eV.

=====

ii | An isolated molecule of C3H2N2O. Source: the Open Molecules 2025 dataset; level of theory: wB97M-V/def2-TZVPD.

Each line ends with the Mulliken charge.
Cartesian coordinates (Å):
O (-2.0280, -0.0781, -0.0763)  -0.431
C (-0.8130, 0.0123, 0.1204)  0.419
C (0.1333, 1.1796, 0.0323)  0.037
N (1.3543, 0.6986, -0.0829)  -0.422
C (1.2920, -0.7195, 0.0405)  0.010
N (0.1094, -1.1609, 0.0068)  -0.411
H (0.1871, 2.3220, 0.0913)  0.361
H (2.1168, -1.2949, -0.1074)  0.436

The structure (SMILES) is O=C1C=NC=N1. As for the HOMO-LUMO gap: 8.8 eV.

=====

What is the stability order? It is ii, i, from most stable to least stable.

=====

i | An isolated molecule of C3H2N2O. Source: the Open Molecules 2025 dataset; level of theory: wB97M-V/def2-TZVPD.

Each line ends with the Mulliken charge.
Cartesian coordinates (Å):
O (1.6148, -0.8711, 0.9279)  -0.478
C (0.5067, -0.4220, 0.5408)  0.761
C (-0.0475, -0.7111, -0.8637)  -0.201
N (-0.7246, 0.1851, -1.3045)  -0.250
N (-1.1267, 1.0885, -0.1802)  -0.311
C (-0.4220, 0.8068, 0.8157)  -0.227
H (0.2331, -1.4097, -1.7357)  0.338
H (-0.4156, 1.4216, 1.7481)  0.368

The structure (SMILES) is O=C1C=NN=C1. As for the HOMO-LUMO gap: 8.9 eV.

=====

ii | A 2-piece molecular cluster, C3H2N2O overall. Source: the Open Molecules 2025 dataset; level of theory: wB97M-V/def2-TZVPD.

Each line ends with the Mulliken charge.
Cartesian coordinates (Å):
O (1.2656, -0.1192, -0.1827)  -0.506
C (0.2229, -0.6814, 0.0603)  0.173
C (0.0756, -1.4633, 1.2822)  0.122
N (-0.0310, -2.0677, 2.2613)  -0.252
C (-1.2685, 1.8881, -0.5420)  -0.066
N (-0.2474, 1.7774, -1.1187)  -0.252
H (0.6488, 1.2877, -1.1725)  0.342
H (-0.6660, -0.6216, -0.5879)  0.439

As for the HOMO-LUMO gap: 10.5 eV.

=====

What is the stability order? It is ii, i, from most stable to least stable.

=====

i | An isolated molecule of C4H14N4. Source: the Open Molecules 2025 dataset; level of theory: wB97M-V/def2-TZVPD.

Each line ends with the Mulliken charge.
Cartesian coordinates (Å):
C (-0.8522, -1.5832, 0.7451)  -0.168
C (0.8332, 1.3605, -0.9383)  0.296
C (-0.9291, -0.0656, 1.0118)  -0.573
C (1.8934, 1.2702, 0.1330)  -1.139
N (-0.7098, 0.7590, -0.1882)  -0.500
N (-1.8254, -1.9427, -0.2757)  -0.661
N (0.4822, -2.0969, 0.4215)  -0.650
N (0.3655, 2.6215, -1.1769)  -0.969
H (-1.3303, 0.4654, -0.9402)  0.308
H (-1.1616, -2.0768, 1.6717)  0.431
H (1.0133, 0.6629, -1.7675)  0.360
H (1.1234, -1.9737, 1.1982)  0.302
H (-1.4924, -1.6603, -1.1926)  0.238
H (-1.9145, -2.9521, -0.3147)  0.272
H (0.8687, -1.5946, -0.3718)  0.243
H (-0.7912, 1.9166, -0.2448)  0.490
H (0.0161, 2.7221, -2.1272)  0.178
H (-0.1793, 0.2150, 1.7526)  0.319
H (-1.9168, 0.1616, 1.4237)  0.349
H (2.8504, 1.5340, -0.3158)  0.359
H (1.6823, 1.9862, 0.9292)  0.299
H (1.9740, 0.2710, 0.5671)  0.216

As for the HOMO-LUMO gap: 8.8 eV.

=====

ii | C4H14N4 as an isolated structure. Source: the Open Molecules 2025 dataset; level of theory: wB97M-V/def2-TZVPD.

Each line ends with the Mulliken charge.
Cartesian coordinates (Å):
C (-0.9893, -1.4681, 0.1119)  -1.010
C (-0.4085, -0.7768, -2.1641)  -0.874
N (-0.4662, -0.3888, -0.7499)  -0.023
H (-0.9522, 0.5574, -0.4383)  0.500
H (-1.1439, -1.0675, 1.1112)  0.330
H (-0.2911, -2.3062, 0.1334)  0.343
H (-1.9421, -1.8187, -0.2881)  0.354
H (0.0609, -0.0022, -2.7646)  0.318
H (0.1671, -1.6934, -2.3051)  0.289
H (-1.4237, -0.9259, -2.5336)  0.347
C (1.5730, -0.3669, 1.0159)  -1.432
N (-0.3981, 1.5920, 0.6364)  -0.611
C (0.9446, 0.3622, -0.1414)  1.030
N (-0.8732, 1.3969, 1.9736)  -0.534
N (1.7050, 0.9699, -0.9749)  -0.899
H (-0.0254, 2.5307, 0.4883)  0.228
H (-0.2301, 1.7966, 2.6546)  0.204
H (-1.7723, 1.8569, 2.1068)  0.213
H (1.2111, 1.3742, -1.7656)  0.198
H (1.9145, -1.3594, 0.7069)  0.294
H (2.4458, 0.2047, 1.3260)  0.346
H (0.8942, -0.4675, 1.8608)  0.387

As for the HOMO-LUMO gap: 8.2 eV.

=====

iii | A 2-piece molecular cluster, C4H14N4 overall. Source: the Open Molecules 2025 dataset; level of theory: wB97M-V/def2-TZVPD.

Each line ends with the Mulliken charge.
Cartesian coordinates (Å):
N (-2.3786, -1.3752, 1.0513)  -0.575
C (-2.2049, -1.3047, -0.3472)  0.028
C (-1.5980, -0.3096, -0.9771)  -0.480
N (-1.4233, -0.3405, -2.3910)  -0.670
H (-1.5834, -1.0279, 1.5665)  0.248
H (-2.5651, -2.3184, 1.3590)  0.253
H (-2.6506, -2.1093, -0.9141)  0.383
H (-1.2337, 0.5503, -0.4274)  0.347
H (-0.5877, -0.8281, -2.6766)  0.247
H (-1.4219, 0.5746, -2.8116)  0.256
N (1.7343, 0.3919, 2.4383)  -0.624
C (1.6189, 0.1444, 1.0018)  0.120
C (1.8798, 1.4229, 0.2333)  -0.492
N (1.8992, 1.1455, -1.2068)  -0.610
H (1.6834, -0.4614, 2.9709)  0.226
H (1.0292, 1.0382, 2.7609)  0.213
H (0.6388, -0.2462, 0.7231)  -0.243
H (2.3707, -0.5995, 0.7290)  0.325
H (1.1206, 2.1665, 0.5037)  0.254
H (2.8503, 1.8286, 0.5284)  0.409
H (0.9539, 1.0628, -1.5685)  0.144
H (2.3175, 1.9194, -1.7168)  0.240

The structure (SMILES) is N/C=C/N.NCCN. As for the HOMO-LUMO gap: 8.9 eV.

=====

What is the stability order? It is iii, i, ii, from most stable to least stable.